{
  "formula": "CH2Cl3P",
  "method": "the ωB97M-V functional and the def2-TZVPD basis",
  "smiles": "PC(Cl)(Cl)Cl",
  "multiplicity": 1,
  "fmax_ev_per_a": 3.401,
  "e_lumo_ev": 0.073,
  "orbital_gap_ev": 9.910,
  "species": ["P", "C", "Cl", "Cl", "Cl", "H", "H"],
  "positions_angstrom": [[-1.4154, 0.3607, 0.0286], [0.5767, -0.4645, 0.2537], [1.8365, 0.6689, -0.2779], [0.7729, -0.8595, 1.9213], [0.6019, -1.7724, -0.9599], [-1.3566, 0.4121, -1.4896], [-1.0160, 1.6547, 0.5237]],
  "forces_ev_per_a": [[2.2, -1.2, -0.5], [-2.4, 1.7, -1.7], [-0.1, 0.2, 0.3], [0.1, -0.5, 0.2], [0.0, -0.4, 0.8], [0.3, 0.6, 1.8], [-0.1, -0.3, -0.8]]
}